(1)
DFT (ωB97M-V with the def2-TZVPD basis set) results for 12 unconnected molecules or ions with the total composition C38H76O14 in a non-equilibrium geometry.

As for the LUMO energy: -0.1 eV. The value obtained for the largest force on an atom is 11.2 eV/A. Its SMILES is CCOC(C)=O.CCOC(C)=O.CC(C)=O.CC(C)=O.CC(C)=O.CC(C)=O.CC(C)=O.CC(C)=O.CC(C)=O.CC(C)=O.CC(C)=O.CC(C)=O. As for the total energy: -2545.9635 hartree. The calculation puts the frontier orbital gap at 9.35 eV.

The geometry in XYZ format:
```
128
Properties=species:S:1:pos:R:3:forces:R:3:lowdin_charge:R:1
O 0.3468 -4.3965 -1.0584 -8.0 0.6 -2.0 -0.07
O -1.8984 2.9774 -1.5704 -2.3 2.4 6.1 -0.06
O 4.4927 2.4755 1.3326 1.6 -1.1 -4.9 -0.03
O -4.2151 -0.0933 0.4078 -0.2 -3.1 5.0 -0.05
O 1.5391 1.0608 -4.8989 0.9 0.0 1.0 0.08
O -2.0295 -4.4537 4.1160 0.2 1.0 -0.6 0.03
O 0.5041 2.7692 6.8227 1.3 -2.7 -3.8 -0.01
O 3.5051 1.1885 -3.7736 1.1 0.2 1.5 -0.01
O 1.7192 -0.0782 -0.8921 -0.2 0.2 -4.0 0.05
O 1.7642 -3.9521 -5.7785 -6.5 5.1 2.5 -0.11
O 0.1877 6.6726 1.6672 4.8 -4.0 5.3 -0.11
O -4.9772 0.7682 -4.5836 7.4 0.5 -1.5 -0.05
O 1.8940 -0.6006 2.9869 1.0 -1.8 -6.6 -0.08
O -2.5421 -2.1889 4.7417 0.0 -5.8 -1.6 0.01
C 3.6209 -1.1942 -4.1265 0.4 -1.0 1.1 -0.04
C -0.2054 2.0883 4.6828 0.2 0.3 -6.2 -0.06
C 0.6021 6.1668 4.0926 2.1 0.5 -1.1 -0.05
C -2.4517 3.3897 -0.4181 0.7 -0.7 -5.4 -0.34
C -2.0125 -3.3664 -0.8521 2.2 -3.3 -0.9 0.00
C 0.9405 5.9838 2.6016 -4.5 1.9 -4.0 -0.36
C 3.1946 -0.0762 1.0049 0.7 2.5 0.7 -0.07
C 4.8938 2.3449 0.0934 0.1 0.8 7.6 -0.40
C -3.2058 2.3751 0.4084 -5.7 9.3 2.6 -0.08
C 0.6419 1.9435 5.8454 -1.4 0.7 5.3 -0.46
C -4.0034 -0.5008 1.6245 2.5 4.4 -4.8 -0.36
C -0.1353 -3.2292 -4.1550 2.3 0.3 0.2 -0.05
C 0.5477 0.9949 0.9297 2.1 -0.2 0.0 0.03
C 0.4819 -2.0096 -6.4516 -1.7 1.1 3.6 -0.03
C -2.4657 4.8396 0.1180 5.8 -0.3 0.0 -0.03
C 0.7184 -3.0509 -5.4619 6.5 -5.6 -0.5 -0.36
C -3.6109 -4.1429 5.8013 0.5 6.8 0.8 0.03
C 4.9134 3.5871 -0.6682 -4.9 -5.1 -0.9 0.01
C -0.4690 -5.2081 2.3913 -1.2 -1.7 3.1 -0.06
C -0.9861 -4.3648 -1.4541 6.8 -0.7 2.3 -0.31
C -0.9298 -4.0832 3.3296 0.8 0.2 -5.1 -0.22
C -2.6968 -3.4733 4.7034 -0.9 4.0 4.4 -0.41
C 1.4306 -1.9061 0.9451 3.7 0.5 -1.5 -0.03
C 4.1215 0.1538 -4.5349 -3.7 -0.8 0.0 -0.21
C -2.6575 0.2591 -3.7247 -3.1 -2.4 2.0 -0.03
C -0.5262 -0.8769 -0.4401 1.4 -2.3 2.1 -0.02
C 2.1513 -0.8444 1.6588 0.5 0.1 7.5 -0.37
C 5.4482 1.0387 -0.4543 -1.2 2.3 -4.4 -0.02
C 1.7526 2.5775 -3.0371 -0.2 2.6 -3.4 0.04
C -3.0754 1.2133 -6.1750 -5.3 -3.4 0.6 -0.01
C 0.7713 -0.0004 -0.2000 -5.0 1.3 -0.5 -0.49
C 1.9681 4.8938 2.1710 2.1 5.0 -1.5 -0.04
C 1.3207 0.5548 6.0069 3.0 2.7 0.4 -0.04
C -3.6544 0.7920 -4.8114 -6.2 -2.5 2.0 -0.32
C -2.8376 0.3419 2.3538 -2.9 -2.7 3.6 -0.04
C -1.4415 -5.3913 -2.4688 -2.6 -1.1 4.8 -0.05
C 2.2352 1.5139 -4.0032 -0.5 1.0 -1.7 -0.52
C -4.6451 -1.5885 2.3476 -3.8 -0.1 -0.7 -0.03
H -0.3618 1.5535 0.8133 -0.4 0.2 -0.2 0.08
H -2.5703 -3.1250 -1.6847 -1.5 1.4 -1.5 0.07
H 0.5775 0.3747 1.8551 -0.7 1.1 -0.5 0.08
H -0.5795 -2.1141 -6.4623 -1.3 0.0 -1.5 0.07
H 2.1213 5.1525 1.0455 -0.4 -1.4 1.8 0.10
H -2.1103 -0.2635 2.8835 0.1 -1.1 -0.1 0.05
H 6.3513 1.2696 -1.1752 -1.5 -0.4 1.6 0.13
H 2.3605 3.5324 -2.9020 -0.1 -1.7 -0.3 0.11
H -0.8212 -1.1692 0.6713 -1.1 1.5 -2.3 0.14
H -2.0981 1.1116 -3.5648 2.6 1.1 0.3 0.02
H 2.9972 5.2179 2.6335 -1.8 -0.6 -0.6 0.12
H -1.2702 -3.1929 -4.4566 2.2 0.0 1.1 0.11
H 2.5416 -1.2807 -4.1084 -0.2 0.0 -0.6 0.05
H -4.0699 -3.3879 6.6113 1.0 -1.4 -2.4 0.15
H -3.3755 0.6983 3.3546 1.0 0.3 -2.3 0.14
H 1.9052 0.6314 7.0777 -1.8 -0.8 -2.6 0.13
H 4.5834 0.7155 -1.2615 2.2 0.2 2.2 0.14
H -3.9628 -2.3817 2.4664 0.7 -1.6 -1.0 0.05
H -1.1636 -0.4292 -1.1321 -1.6 1.1 -0.6 0.07
H 1.4131 -2.7095 1.5228 -1.5 -3.3 3.2 0.06
H -4.3695 2.1184 0.2373 2.5 1.3 -0.5 0.16
H 3.9025 0.4529 -5.4872 -1.2 0.0 -3.0 0.10
H 0.7838 2.9672 -3.4613 0.6 -0.9 1.1 0.11
H -2.2315 0.7517 -6.4758 3.1 -1.9 -0.3 0.02
H 5.1226 0.1530 -4.6039 3.9 0.7 1.3 0.09
H 0.6053 -1.5397 0.4255 -0.2 -1.5 1.2 -0.03
H 5.6765 0.4118 0.3528 0.2 -1.2 0.5 0.04
H 3.1912 0.9498 1.5442 0.5 -2.0 -0.8 0.10
H 1.4745 1.6386 0.9463 -1.4 -0.2 0.2 0.11
H -1.6426 4.9811 1.0258 -2.3 -0.7 -1.9 0.13
H -2.8211 2.1730 -6.0122 0.2 3.9 -0.5 0.05
H 0.3273 -5.0108 1.7724 1.9 1.4 -1.3 0.03
H -1.2746 -5.4276 1.7511 -1.1 -1.0 -0.7 0.06
H 0.7145 5.1046 4.6033 -0.8 2.5 -0.6 0.11
H -0.1073 -6.0678 2.9987 -0.7 0.1 -0.5 0.10
H -2.6391 -3.8017 -0.1347 -1.0 -1.2 0.9 0.08
H -1.9212 -5.0528 -3.3218 -0.9 0.8 -1.4 0.04
H -3.8722 0.8214 -6.9362 1.2 1.9 1.2 0.14
H -0.0959 1.3369 3.7821 0.8 1.0 1.9 0.10
H -4.3011 -4.7531 5.4602 -4.0 -2.3 -2.4 0.02
H -1.2392 1.9962 4.7339 -2.1 -0.4 1.7 0.05
H -1.4771 -2.6388 -0.3587 -0.1 1.1 0.6 -0.02
H 4.0966 -2.0642 -4.6536 -0.5 1.0 0.4 0.11
H -3.3962 5.1480 0.3969 -2.6 0.5 1.1 0.03
H -0.8107 -6.1932 -2.6298 2.1 -0.9 -0.7 0.06
H 1.7582 2.0088 -2.1943 -0.8 -0.9 3.1 0.02
H 5.6224 4.2209 -0.6533 5.1 4.5 1.1 0.04
H 0.4857 -1.0079 -5.9520 0.9 -0.4 -0.6 0.10
H -1.1283 -3.3331 2.4803 -0.4 0.0 2.1 0.14
H 1.4504 6.8751 4.4556 -1.2 -1.4 -0.2 0.11
H -2.8090 1.5713 0.1533 3.6 -7.3 -0.9 -0.06
H -3.3001 2.9015 1.4821 0.8 -2.1 -1.9 0.14
H 1.8256 3.9031 2.4934 -0.6 -1.2 0.1 0.03
H -2.0391 5.6218 -0.5496 -0.4 -0.9 -0.1 0.09
H -4.6955 -1.4282 3.3916 -0.3 1.2 1.3 0.06
H -5.7725 -1.8288 1.9977 3.0 0.2 0.4 0.16
H 2.1593 0.6074 5.1698 -1.7 -0.7 1.6 0.10
H -0.2906 6.8448 4.0644 0.3 -1.4 0.7 0.09
H 1.0451 -2.1940 -7.2933 0.9 0.1 -1.9 0.07
H -0.2494 3.0567 4.0902 0.9 -0.5 1.1 0.09
H 3.8629 -1.2628 -3.0508 0.2 -0.3 -0.3 0.08
H 4.9858 3.1009 -1.5639 0.2 -0.3 -3.7 0.05
H -2.2461 -6.0267 -1.8153 1.1 1.7 -1.4 0.15
H -3.1287 -4.8143 6.3570 3.1 -2.4 2.2 0.03
H 4.1939 -0.5066 1.1498 -0.5 -0.2 0.2 0.10
H 0.2857 -2.4167 -3.3228 -1.6 -1.6 -2.3 0.14
H -2.2755 -0.7820 -3.8867 0.7 1.4 -1.1 0.07
H 2.9096 0.0922 -0.0932 2.0 -0.3 2.5 0.05
H -3.0084 -0.0520 -2.6029 -0.5 1.5 -2.6 0.12
H -0.0385 -3.8468 3.8100 0.9 1.2 1.9 0.11
H 1.9960 -2.3610 0.1050 0.3 0.9 0.1 0.14
H 0.3013 -4.2079 -3.7043 -1.4 1.6 -1.0 0.09
H 0.5761 -0.2403 5.7746 0.8 0.4 0.5 0.08
H -0.3625 -1.9829 -0.7795 1.1 3.0 -0.4 0.07
H -2.2356 0.9947 1.8010 -0.2 1.0 -0.6 -0.01
H 3.9225 3.9400 -0.6496 -1.0 1.2 0.3 0.08
```
Positions in Å, forces in eV/Å.



(2)
DFT (ωB97M-V with the def2-TZVPD basis set) results for 7 unconnected molecules or ions with the total composition C27H41NO11 in a non-equilibrium geometry.

As for the LUMO energy: 0.4 eV. The value obtained for the largest force on an atom is 1.6 eV/A. Its SMILES is c1cc[nH]c1.O=C1CCCO1.O=C1CCCO1.O=C1CCCO1.O=C1CCCO1.O=C1CCCO1.CC(C)=O. As for the total energy: -1935.8459 hartree. The calculation puts the frontier orbital gap at 8.56 eV.

The geometry in XYZ format:
```
80
Properties=species:S:1:pos:R:3:forces:R:3:lowdin_charge:R:1
O -1.1706 -4.0381 2.7687 0.3 0.2 0.1 0.00
O -1.8847 1.3183 4.1135 0.5 -0.1 0.1 0.02
O 0.3309 3.6562 -0.8033 -0.1 0.0 0.1 -0.01
O -1.2730 1.4345 -4.9974 0.1 0.0 -0.1 0.00
O 6.8855 3.5099 -2.4474 0.2 0.0 -0.1 0.11
O -1.8716 -0.4730 -4.0065 0.2 -0.5 -0.3 0.12
O 0.1224 3.6864 1.4196 0.2 -0.3 -0.1 0.13
O -3.2150 -3.9664 1.9198 -0.1 -0.1 -0.2 0.12
O 3.4755 -0.4207 1.0125 -0.1 -0.1 0.0 0.06
O -3.9642 1.6057 3.4035 0.0 -0.1 -0.3 0.11
O 5.4953 1.9584 -1.6487 -0.1 -0.3 -0.5 0.03
N -1.4343 -0.8598 -0.8303 0.2 0.7 -0.1 0.04
C -2.0653 0.3354 -4.8650 -0.6 0.8 0.5 -0.47
C 0.5407 0.0046 -0.3136 0.1 1.0 -0.7 -0.10
C -3.0887 0.8542 3.7267 -0.5 0.1 0.4 -0.49
C 5.8513 3.2279 -1.9200 -0.2 0.2 0.0 -0.50
C -2.2076 -4.5865 2.0919 -0.1 0.1 0.5 -0.49
C -1.8639 -6.0126 1.6995 0.5 0.7 -0.6 -0.06
C 0.0987 -0.7784 0.7765 -0.2 0.5 0.3 -0.10
C -1.9601 2.4389 -5.7922 0.4 -0.1 0.2 -0.14
C -0.3263 3.3774 0.3554 0.1 0.0 0.2 -0.48
C -1.1372 -1.2479 0.4412 -0.3 -1.1 0.2 -0.13
C 3.2318 -1.7130 2.9745 0.1 0.3 0.8 -0.03
C -0.3444 -6.0095 1.8474 0.3 -1.0 0.1 -0.16
C -3.1887 -0.6532 3.9336 1.1 0.7 0.0 -0.06
C -0.9669 0.2370 4.4537 -1.4 0.2 -0.7 -0.11
C -0.0941 -4.9796 2.9257 0.1 0.4 -0.3 -0.15
C -0.4323 -0.0240 -1.2793 -0.1 -0.8 0.2 -0.14
C 4.7808 4.1807 -1.4200 0.0 0.1 0.6 -0.07
C -3.4200 2.0303 -5.6793 0.0 0.5 -1.0 -0.15
C 3.8848 -2.7358 0.7011 -0.4 -0.4 0.5 -0.01
C 4.1934 1.8901 -1.0422 0.0 0.3 0.3 -0.15
C -0.5605 3.6307 -1.9318 0.0 -0.1 0.5 -0.14
C -3.2666 0.5261 -5.7807 0.3 -0.7 0.6 -0.07
C -1.9202 3.1154 -1.4219 0.1 0.1 0.4 -0.13
C 3.4972 -1.5212 1.5101 0.5 0.2 -0.1 -0.50
C -1.9217 -0.9202 4.7415 0.0 -1.1 1.1 -0.16
C -1.6683 2.7699 0.0518 -0.7 0.2 -0.1 -0.07
C 3.5741 3.2879 -1.1629 -0.1 -0.3 0.3 -0.15
H 3.1206 -0.7489 3.4716 -0.2 0.1 -0.2 0.09
H -0.5283 0.4361 -2.2456 0.2 -0.1 -0.1 0.09
H 3.5689 1.1086 -1.4692 0.3 -0.1 -0.3 0.11
H -0.6577 4.6716 -2.2370 0.1 -0.1 -0.4 0.12
H 0.8520 -4.4734 2.7390 -0.1 0.2 0.2 0.11
H 0.1110 -6.9750 2.0778 -0.3 0.0 0.2 0.12
H -4.1024 -0.0908 -5.4662 0.0 0.1 0.1 0.13
H 4.5915 4.9997 -2.1068 0.1 -0.1 -0.2 0.12
H 0.1394 -5.7180 0.9149 -0.2 0.3 0.0 0.12
H -0.1044 3.0039 -2.6950 -0.1 0.1 -0.1 0.11
H 2.8691 3.4114 -1.9836 0.0 -0.4 0.0 0.11
H 1.4039 0.6416 -0.4274 0.2 -0.2 0.4 0.09
H -2.2776 2.2365 -1.9523 0.0 0.1 -0.2 0.09
H -2.3965 3.2110 0.7324 0.0 0.1 0.0 0.13
H 0.5096 -0.8661 1.7684 0.3 -0.1 -0.1 0.08
H -4.1227 -0.8539 4.4450 -0.1 -0.2 -0.1 0.13
H -1.5627 -1.9363 4.5620 0.4 0.3 -0.4 0.10
H -1.5642 2.4044 -6.8097 -0.2 -0.1 -0.1 0.13
H 4.9692 -2.8210 0.6283 0.0 0.3 -0.2 0.09
H -1.7434 1.6961 0.2076 0.6 0.0 0.2 0.10
H -0.3587 0.1017 3.5623 0.4 -0.1 0.2 0.10
H 4.0765 -2.1932 3.4786 0.0 -0.3 -0.3 0.09
H -2.1962 -1.1630 -1.4107 -0.1 0.0 0.2 0.14
H 3.5701 -3.6387 1.2327 -0.1 0.0 -0.2 0.07
H 2.3376 -2.3082 3.1716 0.0 -0.1 -0.2 0.07
H 4.3657 1.6277 -0.0003 -0.1 0.0 0.0 0.11
H -2.1093 -0.9357 5.8207 -0.3 0.3 -0.1 0.11
H -3.0921 -1.2043 2.9988 -0.5 0.2 -0.2 0.11
H -2.1427 -6.1293 0.6547 -0.3 -0.3 0.1 0.13
H -1.7673 -1.8957 1.0314 -0.2 0.0 -0.2 0.09
H 3.0160 3.4162 -0.2362 0.0 0.7 -0.1 0.11
H 5.1828 4.6402 -0.5114 0.0 -0.1 0.0 0.13
H -2.4023 -6.6951 2.3523 0.0 -0.1 -0.1 0.13
H -0.1232 -5.3483 3.9503 0.0 -0.2 0.0 0.13
H -4.0401 2.4510 -6.4720 0.1 0.0 0.0 0.12
H -0.4222 0.5456 5.3368 0.3 0.1 -0.1 0.12
H -3.8166 2.3890 -4.7303 -0.1 -0.4 0.1 0.12
H -2.9475 0.1969 -6.7732 -0.2 0.2 -0.2 0.13
H -1.7005 3.4087 -5.3737 -0.1 0.0 0.1 0.12
H 3.4164 -2.6703 -0.2770 0.2 -0.1 -0.1 0.09
H -2.6377 3.9314 -1.4857 -0.2 -0.2 -0.2 0.11
```
Positions in Å, forces in eV/Å.